{"formula": "C54H44BrClF9INO20", "method": "ωB97M-V/def2-TZVPD", "lumo_energy_ev": -4.62, "molar_mass_g_mol": 1440.18, "homo_ev": -10.5, "orbital_gap_ev": 5.8278, "e_tot_ev": -214263.9785, "charge": 1, "elements": ["C", "C", "N", "C", "Cl", "C", "I", "C", "C", "C", "C", "Br", "C", "C", "C", "C", "C", "C", "C", "C", "C", "C", "C", "C", "C", "F", "F", "C", "F", "F", "C", "F", "F", "C", "F", "F", "F", "H", "H", "H", "H", "H", "H", "H", "H", "H", "H", "H", "H", "H", "H", "H", "H", "H", "H", "H", "H", "H", "H", "H", "H", "C", "C", "C", "O", "C", "C", "C", "O", "O", "O", "H", "H", "H", "H", "C", "C", "C", "O", "C", "C", "C", "O", "O", "O", "H", "H", "H", "H", "C", "C", "C", "O", "C", "C", "C", "O", "O", "O", "H", "H", "H", "H", "C", "C", "C", "O", "C", "C", "C", "O", "O", "O", "H", "H", "H", "H", "C", "C", "C", "O", "C", "C", "C", "O", "O", "O", "H", "H", "H", "H"], "positions_angstrom": [[6.15200, 0.42698, 3.08550], [5.76195, 0.13507, 1.97697], [5.26479, -0.03335, 0.69114], [6.05728, -0.67848, -0.12661], [7.59484, -1.29270, 0.21410], [5.27264, -0.77430, -1.43322], [6.23953, 0.82434, -2.58032], [3.74301, -0.58786, -1.08019], [3.35420, -2.00011, -0.50848], [2.86403, -3.04260, -1.54906], [4.01764, -3.81755, -2.26057], [4.36344, -3.19278, -4.08187], [2.89484, -0.05770, -2.25518], [1.45817, 0.40664, -1.86530], [0.45717, -0.71884, -1.55127], [-0.89714, -0.18822, -1.05222], [-1.93659, -1.10634, -0.86445], [-3.18332, -0.74843, -0.37803], [-3.41056, 0.62851, -0.04466], [-2.39612, 1.55331, -0.25187], [-1.14679, 1.14104, -0.74419], [3.98853, 0.40366, 0.12596], [2.88888, 0.53691, 1.21257], [3.00615, 1.79280, 2.11803], [2.43736, 3.09083, 1.51220], [1.83590, 3.76224, 2.54294], [1.46916, 2.90773, 0.57796], [3.57907, 4.07286, 1.01215], [4.69412, 3.41715, 0.60965], [3.93608, 4.78605, 2.10695], [3.10480, 5.11101, -0.05077], [3.98058, 6.14944, 0.01942], [1.91537, 5.63828, 0.25711], [3.16844, 4.60499, -1.54104], [4.35402, 4.91228, -2.07754], [2.24629, 5.27307, -2.22902], [3.02965, 3.27652, -1.66720], [6.53347, 0.57823, 4.08976], [5.56634, -1.65203, -2.02113], [4.17253, -2.48917, 0.05895], [2.53574, -1.88005, 0.22896], [2.31688, -3.81906, -0.97715], [2.15024, -2.65940, -2.28792], [3.86233, -4.90327, -2.28568], [4.93608, -3.65274, -1.66819], [3.36970, 0.81241, -2.74691], [2.80770, -0.81384, -3.05720], [1.55484, 1.16915, -1.07807], [1.06034, 0.94088, -2.75095], [0.79218, -1.43327, -0.78333], [0.29443, -1.30092, -2.47889], [-1.80257, -2.17653, -1.07333], [-3.98694, -1.47140, -0.21897], [-4.35384, 0.99301, 0.36660], [-2.55697, 2.61316, -0.02840], [-0.38651, 1.91797, -0.85998], [3.96040, 1.38344, -0.38937], [1.86089, 0.48719, 0.82868], [2.99846, -0.33870, 1.88559], [2.40068, 1.58869, 3.02040], [4.01938, 2.01371, 2.48285], [9.47169, 2.49913, 8.21800], [9.05406, 2.19380, 6.98538], [8.47512, 0.84990, 6.66332], [8.08999, 0.62888, 5.52206], [8.39986, -0.13872, 7.72261], [8.82101, 0.16196, 8.95993], [9.37577, 1.51574, 9.29195], [9.72595, 1.74309, 10.43091], [8.76898, -0.71890, 9.95332], [9.12980, 3.07053, 5.97656], [9.88898, 3.46572, 8.46326], [7.99625, -1.10946, 7.47109], [9.12801, -0.25840, 10.73720], [8.76679, 2.61139, 5.19820], [-1.93740, -0.47370, 4.21325], [-1.19378, -0.38210, 3.10372], [-0.32195, -1.51633, 2.64764], [0.32963, -1.39000, 1.62083], [-0.28352, -2.72170, 3.45944], [-1.02660, -2.81326, 4.57097], [-1.91747, -1.69092, 5.01458], [-2.58259, -1.83372, 6.02051], [-1.01387, -3.90010, 5.33838], [-1.18881, 0.71853, 2.34767], [-2.57016, 0.33481, 4.55165], [0.36146, -3.52439, 3.12980], [-1.63249, -3.71442, 6.07195], [-0.58394, 0.52686, 1.60481], [-9.65659, -0.07204, -0.80000], [-8.66031, -0.59796, -0.07742], [-7.22492, -0.28494, -0.37471], [-6.35686, -0.77619, 0.32665], [-6.93128, 0.59380, -1.49803], [-7.92748, 1.11775, -2.22354], [-9.36425, 0.82535, -1.90861], [-10.23162, 1.34081, -2.58742], [-7.69612, 1.92436, -3.25960], [-8.88993, -1.42597, 0.94448], [-10.69599, -0.28790, -0.59466], [-5.89128, 0.79802, -1.71333], [-8.57470, 2.16673, -3.61046], [-8.01155, -1.66076, 1.29805], [-14.31160, 4.31887, -0.90932], [-14.42753, 5.65174, -0.89017], [-13.49178, 6.53222, -1.66086], [-13.65342, 7.73734, -1.62351], [-12.42150, 5.89812, -2.42062], [-12.30161, 4.56466, -2.43844], [-13.25542, 3.68214, -1.68823], [-13.11622, 2.47613, -1.74997], [-11.32953, 3.95428, -3.12342], [-15.38064, 6.26898, -0.18679], [-14.98208, 3.67360, -0.35916], [-11.74277, 6.54530, -2.95825], [-11.46020, 2.99417, -2.97804], [-15.24735, 7.22338, -0.34261], [2.98155, -8.06981, -6.13954], [2.84466, -8.56212, -7.37721], [3.31639, -7.80273, -8.57981], [3.18542, -8.30286, -9.67906], [3.91080, -6.48701, -8.37114], [4.04489, -5.99224, -7.13539], [3.59634, -6.76666, -5.92884], [3.75526, -6.28532, -4.82057], [4.58584, -4.78457, -6.91965], [2.28499, -9.74990, -7.60621], [2.64733, -8.60954, -5.26460], [4.23118, -5.94195, -9.24797], [4.57694, -4.64179, -5.95139], [2.30839, -9.87180, -8.57502]], "forces_ev_per_angstrom": [[-0.33, -0.64, -1.00], [-0.66, 1.28, 1.06], [2.66, -0.27, 1.73], [-1.95, 0.02, -2.03], [-1.12, 0.42, -0.15], [1.34, -0.35, -0.63], [-0.19, -0.10, 0.16], [2.11, -0.90, 0.95], [-1.13, -0.13, -0.32], [0.37, -0.99, 0.06], [0.03, 0.23, 0.89], [0.03, 0.32, 0.57], [-0.71, 0.25, 0.04], [0.44, -0.14, -0.51], [-0.50, 0.44, 0.24], [0.22, -0.29, -0.20], [-0.52, -0.82, 0.11], [-0.19, 1.75, 0.55], [0.27, -0.63, -0.37], [-0.04, -0.24, -0.11], [-0.02, 0.53, 0.03], [-3.24, 0.73, -0.94], [0.88, -0.64, 1.00], [-0.53, -0.20, -0.23], [0.47, 0.19, 1.27], [-0.07, -0.13, -0.49], [0.50, -0.16, -0.10], [-0.97, 0.47, 0.88], [-0.42, 0.01, -0.40], [0.14, -0.23, -0.39], [1.20, 0.67, -0.08], [-0.05, -0.40, -0.14], [-0.09, -0.82, -0.06], [0.36, 1.00, -0.28], [-0.11, -0.22, 0.28], [-0.12, -0.70, 0.01], [-0.49, 0.20, 0.11], [-0.04, -0.06, -0.44], [-0.37, 0.24, 0.21], [-0.17, 0.47, -0.24], [0.37, 0.09, -0.37], [0.16, 0.43, -0.22], [0.27, 0.02, 0.33], [-0.15, 0.43, -0.38], [-0.22, -0.17, -0.55], [0.09, -0.41, 0.51], [0.28, 0.16, 0.49], [-0.26, -0.38, -0.19], [0.19, -0.12, 0.45], [0.09, 0.34, -0.28], [0.02, 0.22, 0.38], [0.27, 0.47, -0.07], [0.37, 0.21, -0.12], [0.18, -0.44, -0.16], [0.05, -0.44, -0.03], [-0.18, -0.36, -0.10], [1.32, -0.15, 0.45], [0.56, -0.11, -0.24], [-0.24, 0.38, -0.29], [0.17, 0.21, -0.45], [-0.30, -0.21, -0.25], [0.01, -0.06, 0.18], [0.23, 0.54, 0.02], [-0.09, -0.55, 0.35], [-0.02, 0.37, -0.14], [-0.07, 0.09, -0.37], [-0.22, -0.66, -0.01], [0.19, 0.60, -0.15], [-0.09, -0.35, 0.09], [0.19, 0.59, -0.02], [-0.22, -0.52, 0.00], [-0.01, 0.00, -0.02], [0.01, -0.01, 0.05], [-0.02, -0.09, 0.07], [0.05, 0.08, -0.05], [-0.03, -0.15, 0.15], [-0.32, 0.49, 0.08], [0.08, -0.58, 0.21], [0.06, 0.34, 0.06], [0.12, 0.21, -0.32], [0.35, -0.61, -0.06], [-0.29, 0.62, -0.06], [0.17, -0.34, 0.04], [-0.29, 0.54, 0.04], [0.54, -0.58, 0.19], [0.00, 0.00, -0.03], [-0.04, -0.03, 0.02], [0.00, -0.09, 0.04], [-0.26, 0.13, -0.22], [-0.10, 0.14, -0.18], [-0.56, -0.19, 0.20], [0.36, 0.29, -0.38], [-0.28, -0.18, 0.19], [0.10, -0.16, 0.23], [0.59, 0.20, -0.25], [-0.40, -0.34, 0.40], [0.27, 0.16, -0.28], [-0.52, -0.20, 0.24], [0.51, 0.20, -0.21], [0.01, 0.01, 0.01], [-0.02, 0.01, -0.03], [0.05, 0.09, -0.06], [-0.04, -0.04, 0.07], [0.14, -0.16, -0.08], [-0.44, -0.31, 0.36], [0.48, 0.07, -0.36], [-0.26, -0.03, 0.23], [-0.13, 0.17, 0.10], [0.48, 0.35, -0.40], [-0.46, -0.06, 0.35], [0.25, 0.05, -0.17], [-0.56, -0.29, 0.38], [0.40, 0.24, -0.32], [-0.01, 0.02, -0.01], [0.00, -0.02, -0.01], [0.18, -0.03, -0.04], [-0.06, 0.01, 0.03], [0.09, 0.23, 0.14], [-0.25, -0.43, 0.46], [0.25, 0.50, -0.27], [-0.16, -0.27, 0.14], [-0.07, -0.16, -0.10], [0.23, 0.41, -0.41], [-0.23, -0.47, 0.15], [0.11, 0.20, -0.09], [-0.22, -0.49, 0.39], [0.22, 0.38, -0.38], [0.01, -0.02, -0.02], [0.01, 0.01, 0.02], [0.02, -0.10, -0.15], [-0.03, -0.09, 0.01]], "lowdin_charge": [0.2239, -0.1147, 0.0018, -0.7044, 0.8924, -0.5728, 1.0051, -0.3443, -0.1200, -0.2390, -0.5242, 0.8019, -0.1444, -0.1723, -0.1384, -0.2265, -0.0583, -0.0530, -0.0805, -0.0844, -0.0685, -0.1869, -0.0922, -0.0409, -0.3968, 0.1078, 0.1139, -0.3315, 0.1338, 0.1512, -0.3287, 0.1489, 0.1820, -0.5161, 0.1750, 0.1972, 0.1520, 0.0415, 0.0341, 0.1304, 0.0996, 0.1271, 0.0811, 0.0672, 0.0535, 0.0672, 0.0963, 0.0697, 0.1382, 0.0848, 0.1318, 0.1226, 0.0964, 0.0973, 0.1161, 0.0984, 0.1340, 0.1035, 0.1299, 0.1454, 0.1102, 0.0850, -0.2314, -0.3016, 0.0510, 0.0734, -0.2276, -0.3073, 0.1331, 0.1301, 0.1129, 0.1417, 0.1363, 0.1286, 0.1137, 0.0859, -0.2206, -0.2922, 0.0708, 0.0742, -0.2298, -0.3112, 0.1271, 0.1254, 0.1021, 0.1409, 0.1341, 0.1270, 0.0861, 0.0876, -0.2294, -0.3026, 0.0889, 0.0765, -0.2237, -0.2905, 0.1059, 0.1243, 0.1179, 0.1426, 0.1259, 0.1234, 0.1191, 0.0747, -0.2369, -0.3178, 0.1103, 0.0737, -0.2309, -0.3136, 0.1119, 0.0965, 0.1114, 0.1359, 0.1351, 0.0813, 0.1202, 0.0734, -0.2339, -0.3129, 0.1216, 0.0786, -0.2288, -0.3125, 0.0563, 0.0639, 0.1191, 0.1354, 0.1383, -0.0226, 0.1240]}